{"formula": "C20H31ClF6NO3", "method": "ωB97M-V/def2-TZVPD", "total_charge": 1, "elements": ["C", "C", "C", "C", "C", "Cl", "C", "C", "C", "C", "O", "C", "C", "C", "F", "F", "F", "N", "C", "C", "C", "O", "C", "F", "F", "F", "H", "H", "H", "H", "H", "H", "H", "H", "H", "H", "H", "H", "H", "H", "H", "H", "H", "H", "H", "H", "H", "C", "C", "O", "C", "C", "H", "H", "H", "H", "H", "H", "H", "H", "H", "H"], "positions_angstrom": [[-1.308, -0.684, -5.381], [-0.912, -1.342, -4.056], [0.582, -1.092, -3.715], [0.798, -0.981, -2.237], [0.885, -2.137, -1.455], [0.839, -3.652, -2.236], [1.030, -2.072, -0.046], [1.059, -3.362, 0.745], [-0.369, -3.911, 0.934], [-0.361, -5.156, 1.830], [-1.514, -5.226, 2.620], [-2.532, -6.106, 2.176], [1.132, -0.792, 0.540], [1.298, -0.752, 2.076], [0.323, -1.458, 2.627], [1.261, 0.442, 2.646], [2.462, -1.298, 2.403], [1.078, 0.333, -0.232], [1.270, 1.680, 0.365], [0.879, 0.256, -1.572], [0.708, 1.550, -2.334], [1.926, 2.281, -2.443], [2.766, 1.923, -3.440], [3.225, 0.685, -3.260], [3.764, 2.750, -3.448], [2.161, 1.938, -4.615], [-2.145, -1.215, -5.821], [-1.598, 0.347, -5.203], [-0.485, -0.693, -6.090], [-1.132, -2.404, -4.066], [-1.512, -0.912, -3.255], [1.188, -1.900, -4.110], [0.891, -0.202, -4.244], [1.479, -3.235, 1.729], [1.645, -4.072, 0.176], [-0.843, -4.116, -0.021], [-0.972, -3.173, 1.457], [0.495, -5.083, 2.504], [-0.212, -6.057, 1.233], [-3.423, -5.537, 1.915], [-2.801, -6.791, 2.975], [-2.224, -6.694, 1.314], [1.479, 2.419, -0.389], [2.129, 1.651, 1.015], [0.399, 1.963, 0.941], [0.048, 2.201, -1.772], [0.229, 1.383, -3.288], [-1.733, 6.272, 3.084], [-1.866, 5.091, 2.141], [-0.625, 4.501, 1.776], [0.153, 3.982, 2.837], [-0.522, 2.866, 3.617], [-1.091, 7.039, 2.650], [-2.714, 6.708, 3.272], [-1.310, 5.986, 4.048], [-2.308, 5.421, 1.202], [-2.540, 4.335, 2.559], [0.487, 4.778, 3.509], [1.054, 3.596, 2.356], [-1.405, 3.211, 4.154], [0.171, 2.458, 4.353], [-0.837, 2.060, 2.951]]}

***

{"formula": "C20H31N2", "method": "ωB97M-V/def2-TZVPD", "total_charge": 1, "relative_energy_kcal_mol": 23.1, "elements": ["C", "C", "C", "N", "C", "C", "C", "C", "C", "C", "C", "C", "C", "C", "H", "H", "H", "H", "H", "H", "H", "H", "H", "H", "H", "H", "H", "H", "H", "H", "C", "C", "C", "C", "C", "C", "C", "N", "H", "H", "H", "H", "H", "H", "H", "H", "H", "H", "H", "H", "H", "H", "H"], "positions_angstrom": [[-2.047, 2.976, 4.154], [-0.772, 3.820, 3.994], [0.096, 3.134, 2.930], [-0.688, 1.984, 2.471], [-0.306, 1.147, 1.523], [-1.104, 0.085, 1.052], [-0.957, -0.386, -0.260], [-1.853, -1.419, -0.749], [-1.999, -1.665, -2.139], [-3.086, -2.404, -2.607], [-4.015, -2.954, -1.706], [-3.780, -2.854, -0.330], [-2.663, -2.169, 0.151], [-1.995, 1.868, 3.104], [-2.103, 2.516, 5.141], [-2.949, 3.573, 4.003], [-1.024, 4.831, 3.664], [-0.236, 3.895, 4.937], [0.329, 3.832, 2.109], [1.067, 2.809, 3.338], [0.646, 1.341, 1.020], [-1.952, -0.263, 1.679], [-0.474, 0.331, -0.991], [-1.272, -1.240, -2.843], [-3.221, -2.541, -3.679], [-4.924, -3.445, -2.078], [-4.471, -3.307, 0.384], [-2.438, -2.167, 1.222], [-2.106, 0.871, 3.549], [-2.799, 1.986, 2.362], [3.957, 0.877, -2.319], [2.589, 0.204, -2.489], [1.571, 1.187, -3.093], [2.132, -0.411, -1.150], [3.136, -1.397, -0.552], [2.304, -2.524, 0.062], [0.940, -2.484, -0.633], [0.840, -1.162, -1.262], [3.928, 1.695, -1.574], [4.712, 0.146, -1.999], [4.285, 1.308, -3.272], [2.721, -0.644, -3.202], [1.280, 1.989, -2.388], [2.017, 1.668, -3.976], [0.658, 0.670, -3.428], [2.000, 0.415, -0.418], [3.767, -1.798, -1.353], [3.783, -0.897, 0.177], [2.767, -3.504, -0.090], [2.185, -2.368, 1.142], [0.827, -3.242, -1.434], [0.136, -2.639, 0.090], [0.561, -1.271, -2.243]]}

***

{"formula": "C20H31N3O5", "method": "ωB97M-V/def2-TZVPD", "smiles": "CNC(=O)[C@@H](NC(C)=O)[C@@H](C)O.COc1ccc(C(=O)C2CCNCC2)cc1", "relative_energy_kcal_mol": 0.0, "elements": ["C", "N", "C", "O", "C", "N", "C", "C", "O", "C", "C", "O", "H", "H", "H", "H", "H", "H", "H", "H", "H", "H", "H", "H", "H", "H", "C", "O", "C", "C", "C", "C", "C", "O", "C", "C", "C", "N", "C", "C", "C", "C", "H", "H", "H", "H", "H", "H", "H", "H", "H", "H", "H", "H", "H", "H", "H", "H", "H"], "positions_angstrom": [[-3.460, 1.713, -1.882], [-2.126, 1.190, -1.586], [-1.415, 0.290, -2.272], [-0.268, 0.052, -1.931], [-2.000, -0.458, -3.476], [-0.957, -0.611, -4.511], [-1.094, -0.538, -5.834], [-2.429, -0.152, -6.440], [-0.146, -0.774, -6.566], [-2.504, -1.839, -3.022], [-3.686, -1.781, -2.058], [-2.947, -2.579, -4.135], [-3.669, 2.559, -1.224], [-3.514, 2.060, -2.915], [-4.219, 0.950, -1.709], [-1.651, 1.554, -0.771], [-2.844, 0.104, -3.870], [-0.017, -0.775, -4.174], [-3.199, -0.854, -6.127], [-2.691, 0.855, -6.125], [-2.342, -0.178, -7.525], [-1.685, -2.383, -2.548], [-3.385, -1.318, -1.119], [-4.022, -2.796, -1.846], [-4.507, -1.224, -2.508], [-2.169, -2.800, -4.656], [3.849, 3.174, 7.105], [2.441, 3.089, 6.839], [2.021, 2.305, 5.790], [2.855, 1.481, 5.016], [2.337, 0.729, 3.959], [0.966, 0.767, 3.639], [0.402, -0.016, 2.509], [-0.812, 0.001, 2.313], [1.313, -0.829, 1.564], [0.554, -1.917, 0.775], [1.507, -2.686, -0.142], [2.218, -1.750, -1.027], [2.938, -0.639, -0.387], [2.016, 0.122, 0.570], [0.135, 1.584, 4.428], [0.661, 2.338, 5.482], [4.248, 2.198, 7.397], [4.022, 3.874, 7.929], [4.393, 3.538, 6.227], [3.917, 1.410, 5.215], [3.037, 0.122, 3.393], [2.064, -1.347, 2.165], [0.076, -2.615, 1.470], [-0.234, -1.460, 0.170], [0.936, -3.402, -0.742], [2.227, -3.250, 0.461], [2.809, -2.242, -1.696], [3.798, -1.029, 0.168], [3.315, 0.048, -1.152], [2.605, 0.870, 1.107], [1.262, 0.659, -0.012], [-0.932, 1.641, 4.222], [0.005, 2.964, 6.079]]}

***

{"formula": "C20H31N5O4", "method": "ωB97M-V/def2-TZVPD", "smiles": "CN(C[C@@H](O)CNC(=O)c1cnn(CC2CCC2)c1)C(=O)C[C@H]1CCCC(=O)N1", "relative_energy_kcal_mol": 1.2, "elements": ["C", "N", "C", "C", "O", "C", "N", "C", "O", "C", "C", "N", "N", "C", "C", "C", "C", "C", "C", "C", "O", "C", "C", "C", "C", "C", "C", "O", "N", "H", "H", "H", "H", "H", "H", "H", "H", "H", "H", "H", "H", "H", "H", "H", "H", "H", "H", "H", "H", "H", "H", "H", "H", "H", "H", "H", "H", "H", "H", "H"], "positions_angstrom": [[-0.785, -3.031, -0.188], [-1.630, -1.908, -0.582], [-1.182, -0.577, -0.183], [-1.937, -0.042, 1.032], [-1.980, -1.000, 2.080], [-1.280, 1.205, 1.604], [0.052, 0.949, 2.104], [1.163, 1.234, 1.371], [1.102, 1.773, 0.275], [2.449, 0.845, 1.976], [2.768, 0.265, 3.222], [4.069, 0.081, 3.348], [4.602, 0.535, 2.199], [6.047, 0.471, 2.027], [6.509, 1.013, 0.696], [6.464, 2.538, 0.436], [7.849, 2.423, -0.236], [8.038, 1.068, 0.480], [3.670, 0.999, 1.354], [-2.564, -2.133, -1.552], [-2.775, -3.252, -1.991], [-3.336, -0.933, -2.076], [-4.682, -1.343, -2.680], [-5.657, -1.859, -1.626], [-6.236, -0.716, -0.803], [-7.007, 0.230, -1.716], [-6.264, 0.619, -2.978], [-6.568, 1.608, -3.620], [-5.270, -0.214, -3.394], [-1.364, -3.949, -0.229], [0.071, -3.136, -0.861], [-0.419, -2.863, 0.823], [-0.121, -0.649, 0.054], [-1.264, 0.134, -1.006], [-2.962, 0.224, 0.740], [-2.368, -1.809, 1.728], [-1.202, 1.972, 0.834], [-1.899, 1.589, 2.415], [0.140, 0.371, 2.922], [2.117, -0.020, 4.034], [6.503, 1.039, 2.841], [6.349, -0.571, 2.142], [6.035, 0.467, -0.124], [5.643, 2.937, -0.157], [6.517, 3.090, 1.377], [7.758, 2.295, -1.315], [8.577, 3.207, -0.035], [8.561, 1.190, 1.431], [8.499, 0.252, -0.075], [3.899, 1.407, 0.386], [-3.490, -0.179, -1.305], [-2.723, -0.459, -2.850], [-4.496, -2.142, -3.397], [-6.471, -2.387, -2.128], [-5.143, -2.590, -1.002], [-6.894, -1.102, -0.023], [-5.438, -0.171, -0.290], [-7.932, -0.249, -2.050], [-7.296, 1.154, -1.219], [-4.816, 0.099, -4.239]]}

***

Number 1: E_tot -2120.29768 a.u.. Number 2: E_tot -889.91589 a.u.. Number 3: E_tot -1321.18711 a.u.. Number 4: E_tot -1355.48315 a.u..